DFT (wB97M-V/def2-TZVPD) results for a structure of composition C41H38Cl2LiN4O4S2Sb at a distorted geometry.

Cartesian coordinates (Å):
Li: -2.40771 0.74024 -0.06998
C: 4.97477 -3.47295 0.82680
C: 4.82646 -2.48121 1.77100
C: 4.09428 -1.31348 1.48044
C: 3.52730 -1.16856 0.24286
C: 3.79341 -2.11095 -0.73981
C: 4.46400 -3.30409 -0.48054
Sb: 2.30246 0.53144 -0.38728
C: 2.31234 1.58231 1.53790
C: 1.52737 1.02502 2.55298
C: 1.33645 1.71390 3.75951
C: 2.01851 2.85714 4.01509
C: 2.73420 3.49498 2.99890
C: 2.91207 2.86462 1.74304
C: 4.01057 1.56067 -1.18464
C: 5.16188 1.98452 -0.49872
C: 6.24905 2.54092 -1.14701
C: 6.18201 2.73388 -2.55079
C: 5.03336 2.32433 -3.26653
C: 3.99723 1.72528 -2.56969
H: 5.44564 -4.41832 1.11348
H: 5.22884 -2.62246 2.77248
H: 3.97003 -0.60760 2.27268
H: 3.44786 -1.88753 -1.74785
H: 4.55582 -4.09768 -1.21729
H: 1.12277 0.02042 2.39311
H: 0.72452 1.20688 4.49766
H: 2.07292 3.29866 5.00535
H: 3.09902 4.53715 3.10274
H: 3.52537 3.25445 0.95736
H: 5.21723 1.81398 0.58646
H: 7.11484 2.84662 -0.57726
H: 6.95247 3.28866 -3.06218
H: 5.00761 2.32660 -4.35884
H: 3.08149 1.38731 -3.08847
N: -1.58160 7.64506 -2.02725
C: -1.13712 7.08861 -0.87621
O: -0.61574 7.76375 0.02501
C: -1.22639 5.53000 -0.78274
C: -1.16574 5.01968 0.53834
C: -1.42667 3.68036 0.73289
N: -1.70308 2.79991 -0.26410
C: -1.84040 3.30137 -1.48238
C: -1.68112 4.66022 -1.79195
H: -1.37174 8.62303 -2.04875
H: -2.36333 7.29394 -2.58668
H: -0.90344 5.68227 1.36664
H: -1.47407 3.24428 1.74772
H: -2.14399 2.65036 -2.29356
H: -1.78121 5.03347 -2.83120
S: -2.89727 0.44165 2.42885
C: -4.37986 1.17839 2.47416
N: -5.58187 0.59439 2.30727
C: -6.75875 1.40024 2.44922
C: -6.37313 2.85184 2.74223
S: -4.60579 2.87149 3.03150
H: -5.68492 -0.41199 2.17689
H: -7.31788 0.97140 3.32556
H: -7.41464 1.26726 1.58766
H: -6.84747 3.22534 3.64797
H: -6.59264 3.58498 1.93509
Cl: -0.65223 -2.64066 2.13825
C: -0.00914 -4.11987 1.61864
C: 0.46277 -4.97043 2.62399
C: 1.00410 -6.17579 2.28310
C: 1.13385 -6.58984 0.95019
C: 0.76284 -5.70395 -0.06114
Cl: 0.97525 -6.12372 -1.74675
C: 0.01767 -4.51553 0.28423
N: -0.67978 -3.72747 -0.62265
C: -1.51872 -4.23135 -1.56499
C: -2.18156 -5.47237 -1.38584
C: -3.02211 -5.93581 -2.37811
C: -3.14975 -5.18341 -3.58361
C: -2.50107 -3.96104 -3.74365
C: -1.72958 -3.46458 -2.72453
C: -1.14623 -2.05573 -2.90315
C: -2.04328 -0.97232 -2.17799
O: -3.03751 -0.55525 -2.84479
O: -1.65741 -0.64079 -1.02615
H: 0.45625 -4.67661 3.67032
H: 1.29705 -6.87754 3.09331
H: 1.55220 -7.57444 0.63989
H: -0.76192 -2.72260 -0.47005
H: -2.03896 -5.99442 -0.43262
H: -3.55773 -6.86087 -2.23367
H: -3.78752 -5.62190 -4.35075
H: -2.67993 -3.31956 -4.64348
H: -1.11851 -1.84166 -3.97203
H: -0.14782 -1.99196 -2.42092
O: -4.07622 1.04314 -1.20150
H: -3.89683 0.37281 -1.99358
H: -5.01477 0.93911 -1.03508

Orbital gap, eV: 7.018
Energy relative to the best compared isomer or geometry (same formula, charge and spin), eV: 1.882
E_HOMO, eV: -7.15
Multiplicity: 1
Energy, eV: -110744.442
LUMO, eV: -0.1338